Model one:
This record from OMol25 describes a cluster of 2 separate species, CH3NO2S in total. The level of theory is wB97M-V/def2-TZVPD.

Structure (XYZ):
```
8
Properties=species:S:1:pos:R:3
C 0.08670 -0.67615 0.35540
N -1.02427 -0.35298 -0.53935
O -1.65786 0.63431 -0.19724
O -1.25414 -1.00162 -1.51979
S 1.48018 1.31032 -0.38628
H -0.11688 -0.28266 1.34648
H 0.83548 -1.37130 0.01497
H 1.65081 1.74007 0.92582
```

Calculated values
Gap between HOMO and LUMO (spin up / spin down): 7.63 / 7.63 eV
M: 93.11 g mol⁻¹
HOMO level (spin up / spin down): -9.90 / -9.90 eV

---

Model two:
This record from OMol25 describes a cluster of 2 separate species, CH3NO2S in total. The level of theory is wB97M-V/def2-TZVPD.

Structure (XYZ):
```
8
Properties=species:S:1:pos:R:3
C 0.02435 0.29077 -0.55564
N 2.53073 -0.09497 -0.01787
O 3.37908 0.73492 0.09385
O 2.50399 -1.27486 0.23717
S -0.12114 -1.40346 -0.20702
H 0.18236 0.85869 0.31872
H 0.27407 0.27507 -1.60297
H 0.31222 -1.33819 1.03843
```

Calculated values
Gap between HOMO and LUMO (spin up / spin down): 9.07 / 6.60 eV
M: 93.11 g mol⁻¹
HOMO level (spin up / spin down): -9.60 / -8.03 eV

---

Model three:
This record from OMol25 describes the molecule CH3NO2S. The level of theory is wB97M-V/def2-TZVPD.

Structure (XYZ):
```
8
Properties=species:S:1:pos:R:3
C 0.76814 -0.27602 0.56491
N 0.37126 -0.14621 -0.92964
O -1.36361 1.43861 0.01084
O -1.90976 -0.94506 0.12896
S -0.90452 0.07765 -0.02023
H 0.78476 -1.37652 0.71139
H 1.67202 0.21633 0.91680
H 0.58171 1.01122 -1.38303
```

Calculated values
Gap between HOMO and LUMO: 10.52 eV
M: 93.11 g mol⁻¹
HOMO level: -10.37 eV

---

Model four:
This record from OMol25 describes the molecule CH3NO2S. The level of theory is wB97M-V/def2-TZVPD.

Structure (XYZ):
```
8
Properties=species:S:1:pos:R:3
C -1.28954 0.26687 -0.28179
N 1.18550 0.49039 0.61787
O -2.25701 0.70547 0.21712
O 0.35914 -1.87336 -0.24184
S -0.04434 -0.78253 0.72189
H -0.96243 0.43280 -1.43510
H 0.99167 0.85167 -0.34924
H 2.01701 -0.09131 0.75108
```

Calculated values
Gap between HOMO and LUMO: 9.68 eV
M: 93.11 g mol⁻¹
HOMO level: -9.74 eV

---

The structure with the least stability is model two.

---

Model one:
This record from OMol25 describes a structure of composition CH3NO2S. The level of theory is wB97M-V/def2-TZVPD.

Structure (XYZ):
```
8
Properties=species:S:1:pos:R:3
C 0.31226 -0.01987 -0.14288
N -0.87465 0.37305 -0.14840
O -1.58730 3.05232 0.54412
O 0.29469 2.79906 -0.97278
S -1.11677 2.60493 -0.74353
H 1.02925 0.56785 -0.70413
H 0.68456 -0.90082 0.38000
H -1.56053 -0.14273 0.39717
```

Calculated values
Gap between HOMO and LUMO: 10.59 eV
M: 93.11 g mol⁻¹
HOMO level: -10.19 eV

---

Model two:
This record from OMol25 describes the molecule CH3NO2S. The level of theory is wB97M-V/def2-TZVPD.

Structure (XYZ):
```
8
Properties=species:S:1:pos:R:3
C 1.10715 0.37586 -0.04227
N 1.13179 -1.07760 -0.02526
O 0.55489 -1.79141 0.71811
O 1.98821 -1.57622 -1.10823
S -0.38389 1.06273 -0.64788
H 1.40944 0.68287 0.99865
H 1.74246 0.65639 -0.85012
H -0.29596 0.67508 -1.89864
```

Calculated values
Gap between HOMO and LUMO: 9.41 eV
M: 93.11 g mol⁻¹
HOMO level: -10.32 eV

---

Model three:
This record from OMol25 describes the molecule CH3NO2S. The level of theory is wB97M-V/def2-TZVPD.

Structure (XYZ):
```
8
Properties=species:S:1:pos:R:3
C 0.11470 -0.14315 -0.08033
N 0.99359 -2.66105 0.55994
O -0.05800 -2.46321 1.85009
O 1.52725 -3.72148 0.47995
S 1.32163 -1.42228 -0.46075
H -0.86632 -0.47501 -0.40327
H 0.43702 0.71970 -0.65791
H 0.12613 0.06339 0.98444
```

Calculated values
Gap between HOMO and LUMO: 8.92 eV
M: 93.11 g mol⁻¹
HOMO level: -9.97 eV

---

The structure with the least stability is model three.

---

Model one:
This record from OMol25 describes a structure of composition C2H4BrNO2. The level of theory is wB97M-V/def2-TZVPD.

Structure (XYZ):
```
10
Properties=species:S:1:pos:R:3
C 1.00426 0.61319 -0.95849
C 0.27430 -0.04616 0.68936
N -1.08295 -0.53546 0.32483
O 0.11722 0.45278 -1.80564
O 2.11825 0.89714 -0.93376
Br 0.20136 1.48411 1.89910
H 0.88282 -0.99338 0.85914
H -0.62019 -0.06142 -1.37361
H -1.02554 -1.56019 0.47408
H -1.86953 -0.25061 0.82498
```

Calculated values
Gap between HOMO and LUMO: 9.49 eV
M: 153.96 g mol⁻¹
HOMO level: -8.95 eV

---

Model two:
This record from OMol25 describes a cluster of 2 separate species, C2H4BrNO2 in total. The level of theory is wB97M-V/def2-TZVPD.

Structure (XYZ):
```
10
Properties=species:S:1:pos:R:3
C -0.21931 -0.24487 1.39115
C -0.00544 0.46205 0.08322
N 1.09872 0.07110 -0.60066
O -0.96523 0.36221 2.30475
O 0.28855 -1.31925 1.57092
Br -0.51973 2.26361 -0.10825
H -1.49252 -0.63956 -0.58653
H -1.22740 1.26316 2.05867
H 1.20132 0.33377 -1.57048
H 1.35985 -0.88642 -0.38948
```

Calculated values
Gap between HOMO and LUMO (spin up / spin down): 8.26 / 8.04 eV
M: 153.96 g mol⁻¹
HOMO level (spin up / spin down): -8.85 / -8.60 eV

---

The structure with the least stability is model two.

---

Model one:
This record from OMol25 describes a structure of composition C3H8N2O. The level of theory is wB97M-V/def2-TZVPD.

Structure (XYZ):
```
14
Properties=species:S:1:pos:R:3
C -2.05476 0.18757 0.17540
C 1.96408 -0.42210 0.43639
N -0.75153 -0.43936 0.19913
C 0.94129 0.57966 0.11915
O -0.68464 -1.44117 -0.79231
N 0.43630 1.53492 -0.39939
H -1.04781 -1.05919 -1.61165
H 1.80765 2.02567 -0.20968
H -2.07417 0.98439 0.92093
H -2.83348 -0.54649 0.42428
H -2.30509 0.62563 -0.80427
H 2.95775 0.02281 0.37151
H 1.85618 -1.24566 -0.27106
H 1.78823 -0.80671 1.44160
```

Calculated values
Gap between HOMO and LUMO (spin up / spin down): 7.34 / 7.35 eV
M: 88.11 g mol⁻¹
HOMO level (spin up / spin down): -7.18 / -7.19 eV

---

Model two:
This record from OMol25 describes the molecule C3H8N2O. The level of theory is wB97M-V/def2-TZVPD.

Structure (XYZ):
```
14
Properties=species:S:1:pos:R:3
C -0.77777 0.22622 0.50849
C 0.07681 -0.99823 0.68740
C 0.00722 1.43072 0.11387
N -1.78091 -0.10071 -0.36379
N 0.95418 -1.41892 -0.28106
O -2.85594 -0.61369 0.01881
H -1.37262 0.40752 1.43060
H -0.56733 -1.82371 0.87591
H 0.25973 1.37204 -0.99398
H 1.06192 1.37530 0.54632
H -0.32934 2.46307 0.17652
H 1.75476 -0.84450 -0.45145
H -1.46476 0.02702 -1.35263
H 1.17685 -2.37649 -0.32761
```

Calculated values
Gap between HOMO and LUMO (spin up / spin down): 8.68 / 8.00 eV
M: 88.11 g mol⁻¹
HOMO level (spin up / spin down): -7.98 / -7.11 eV

---

Model three:
This record from OMol25 describes the molecule C3H8N2O. The level of theory is wB97M-V/def2-TZVPD.

Structure (XYZ):
```
14
Properties=species:S:1:pos:R:3
N 2.18481 -0.11796 -0.72050
C 1.23471 0.89690 -0.31220
C -0.03549 0.34514 0.33865
N -0.86984 -0.32680 -0.51200
C -2.05205 -0.97046 0.02962
O -0.26335 0.45306 1.52380
H 2.27540 -0.83906 -0.01927
H 1.98948 -0.56288 -1.60249
H 0.94632 1.54020 -1.14498
H 1.68426 1.53571 0.43616
H -0.67481 -0.17454 -1.48487
H -2.63615 -0.23107 0.58755
H -1.73800 -1.70779 0.75764
H -2.61435 -1.45644 -0.74817
```

Calculated values
Gap between HOMO and LUMO: 9.89 eV
M: 88.11 g mol⁻¹
HOMO level: -9.10 eV

---

The structure with the least stability is model one.

---

Model one:
This record from OMol25 describes the molecule C3H8N2O. The level of theory is wB97M-V/def2-TZVPD.

Structure (XYZ):
```
14
Properties=species:S:1:pos:R:3
C -2.31079 0.84399 0.55474
N -1.46642 -0.45532 0.23823
C -0.19711 -0.32260 -0.49746
O -0.22212 -0.25642 -1.70427
N 0.90561 -0.28788 0.28822
C 2.21959 -0.07067 -0.29248
H -1.59375 1.43538 1.15628
H -2.06067 -1.03517 -0.35515
H -2.35571 1.32147 -0.44027
H -1.35480 -0.93921 1.12897
H 0.80093 -0.18122 1.28440
H 2.65306 0.87356 0.05431
H 2.89647 -0.89484 -0.04108
H 2.08571 -0.03107 -1.37443
```

Calculated values
Gap between HOMO and LUMO: 7.40 eV
M: 88.11 g mol⁻¹
HOMO level: -6.97 eV

---

Model two:
This record from OMol25 describes the molecule C3H8N2O. The level of theory is wB97M-V/def2-TZVPD.

Structure (XYZ):
```
14
Properties=species:S:1:pos:R:3
C -0.91470 -0.58543 -1.05670
N -0.09704 -0.75518 0.16742
C 0.33836 0.13273 1.03948
N -0.20911 1.41081 0.78430
O 1.20380 -0.05089 1.87454
C -0.09701 -0.19328 -2.29391
H -1.91840 -0.24648 -0.82355
H -1.14766 -1.75017 -1.39524
H 0.46132 -1.61019 0.01775
H 0.01412 2.02335 1.41570
H -1.18580 1.50135 0.74676
H -0.55797 -0.53031 -3.24534
H 0.91784 -0.57738 -2.17634
H -0.03071 0.88347 -2.33138
```

Calculated values
Gap between HOMO and LUMO: 10.54 eV
M: 88.11 g mol⁻¹
HOMO level: -9.73 eV

---

Model three:
This record from OMol25 describes the molecule C3H8N2O. The level of theory is wB97M-V/def2-TZVPD.

Structure (XYZ):
```
14
Properties=species:S:1:pos:R:3
C 0.59792 -0.07185 -1.68844
N 0.40123 0.75591 -0.62041
C -0.70567 0.51993 0.28283
C -0.46184 -0.62307 1.24505
N -0.99457 -0.49389 2.60886
O 1.52180 0.03267 -2.46252
H -0.17113 -0.85200 -1.78250
H 1.02196 1.47451 -0.34617
H -1.69044 0.55157 -0.20503
H -0.89423 1.43741 0.86205
H -0.67601 -1.65287 0.97756
H 0.62105 -0.72291 1.42627
H -1.72753 -1.06737 2.92929
H -0.99837 0.41881 2.99964
```

Calculated values
Gap between HOMO and LUMO: 10.08 eV
M: 88.11 g mol⁻¹
HOMO level: -9.15 eV

---

Model four:
This record from OMol25 describes the molecule C3H8N2O. The level of theory is wB97M-V/def2-TZVPD.

Structure (XYZ):
```
14
Properties=species:S:1:pos:R:3
C -0.94339 -1.42546 -1.07750
N 0.11129 -0.63772 -0.62573
C -0.20797 0.32151 0.43616
C 1.06053 0.83786 1.02098
N 0.70993 1.94625 2.00183
O -1.05695 -1.63889 -2.26478
H -1.56535 -1.89365 -0.30758
H 0.62062 -0.16893 -1.36207
H -0.96185 0.03599 1.19940
H -0.87427 1.16788 0.19721
H 1.48989 0.09906 1.70007
H 1.82114 1.22594 0.34790
H 1.19783 1.71928 2.84975
H 0.88188 2.88249 1.69268
```

Calculated values
Gap between HOMO and LUMO: 10.52 eV
M: 88.11 g mol⁻¹
HOMO level: -9.61 eV

---

The structure with the least stability is model one.

---

Model one:
This record from OMol25 describes a structure of composition C3H8N2O. The level of theory is wB97M-V/def2-TZVPD.

Structure (XYZ):
```
14
Properties=species:S:1:pos:R:3
C 0.52730 -0.88104 -0.38187
C -1.60350 1.37596 1.12157
N 1.94101 -1.16512 -0.52642
C 0.22537 0.58351 -0.45302
O -0.22388 -1.59497 -1.34274
N -0.33175 0.91095 0.64685
H 0.14358 -1.38510 -2.21493
H -0.23474 -0.72965 0.72294
H 2.08335 -2.16729 -0.58974
H 2.45405 -0.82919 0.28040
H 0.77492 1.30270 -1.05688
H -2.41600 1.29674 0.39889
H -1.47200 2.43625 1.35463
H -1.86770 0.84625 2.04034
```

Calculated values
Gap between HOMO and LUMO: 8.01 eV
M: 88.11 g mol⁻¹
HOMO level: -7.73 eV

---

Model two:
This record from OMol25 describes the molecule C3H8N2O. The level of theory is wB97M-V/def2-TZVPD.

Structure (XYZ):
```
14
Properties=species:S:1:pos:R:3
C -2.68412 0.54764 0.26344
N -1.32448 -0.16637 0.49443
C -0.08630 0.12514 -0.28668
O -0.11406 0.81121 -1.26934
N 1.00846 -0.46862 0.20629
C 2.30323 -0.26079 -0.38707
H -2.47466 1.56558 0.60214
H -1.70246 -1.08235 0.29164
H -2.61320 0.62579 -0.82575
H -1.17886 -0.16217 1.49822
H 0.92180 -0.92447 1.09300
H 2.91385 0.44244 0.17207
H 2.84646 -1.19449 -0.46615
H 2.18435 0.14147 -1.38624
```

Calculated values
Gap between HOMO and LUMO: 7.16 eV
M: 88.11 g mol⁻¹
HOMO level: -6.91 eV

---

The structure with the least stability is model one.